(1)
DFT (ωB97M-V/def2-TZVPD) results for C30H74MnO19P3 as an isolated structure.

Properties
- HOMO level (alpha / beta) (eV) = -11.0 / -11.0
- electronic energy (eV) = -130399.1663
- gap between HOMO and LUMO (alpha / beta) (eV) = 7.454 / 6.795
- energy above the lowest of the compared OMol25 structures with the same formula, charge and spin (kcal/mol) = 0.0

Structure (ORCA input):
```
! wB97M-V def2-TZVPD RIJCOSX def2/J DEFGRID3
* xyz 1 6
Mn -14.380 6.270 7.454
O -13.851 5.395 9.087
H -13.484 5.236 9.940
C -7.196 10.811 7.378
O -7.707 9.532 7.716
C -8.475 9.552 8.888
C -9.000 8.162 9.182
O -9.913 7.795 8.178
C -10.639 6.638 8.480
C -11.262 6.032 7.242
O -12.389 6.777 6.745
C -12.020 7.909 5.907
H -7.961 11.415 6.875
H -6.380 10.646 6.679
H -6.863 11.335 8.277
H -9.367 10.184 8.735
H -7.987 10.019 9.750
H -9.529 8.190 10.145
H -8.172 7.458 9.324
H -11.413 6.892 9.217
H -10.028 5.848 8.943
H -11.646 5.061 7.559
H -10.550 5.797 6.448
H -12.892 8.247 5.349
H -11.206 7.601 5.259
H -11.755 8.731 6.568
C -12.376 2.541 8.569
O -11.827 1.293 8.223
C -11.114 1.335 7.013
C -10.839 -0.074 6.509
O -11.916 -0.715 5.892
C -13.098 -0.845 6.676
C -14.127 -1.649 5.893
O -13.963 -3.037 5.845
C -12.882 -3.444 5.026
H -11.548 3.204 8.848
H -13.093 2.467 9.384
H -12.959 2.940 7.728
H -10.200 1.923 7.174
H -11.641 1.842 6.188
H -10.460 -0.701 7.332
H -9.968 -0.078 5.850
H -13.538 0.132 6.880
H -12.856 -1.410 7.580
H -14.323 -1.228 4.898
H -15.071 -1.459 6.418
H -13.077 -3.137 3.994
H -12.748 -4.527 5.005
H -11.938 -3.055 5.408
C -11.951 4.112 12.128
C -12.461 2.838 12.781
O -11.589 2.375 13.789
P -11.287 3.167 15.146
O -10.490 4.387 14.966
O -12.740 3.382 15.822
C -13.549 4.521 15.570
C -13.072 5.764 16.327
O -10.645 2.032 16.027
C -9.736 2.374 17.082
C -10.451 2.993 18.272
H -12.614 4.514 11.367
H -11.829 4.896 12.880
H -10.969 3.942 11.687
H -13.467 2.943 13.200
H -12.522 2.054 12.025
H -13.601 4.761 14.502
H -14.553 4.284 15.922
H -13.214 5.613 17.398
H -12.040 6.027 16.110
H -13.753 6.580 16.070
H -9.226 1.467 17.399
H -8.980 3.052 16.685
H -9.778 3.232 19.098
H -10.957 3.912 17.979
H -11.139 2.273 18.720
C -18.924 4.854 6.494
C -19.625 5.472 7.709
O -18.999 6.685 8.179
P -17.603 6.603 8.899
O -16.459 6.386 7.978
O -17.455 7.959 9.718
C -18.474 8.333 10.658
C -17.862 8.399 12.047
O -17.866 5.498 10.018
C -16.728 4.842 10.629
C -16.520 3.488 9.975
H -17.994 4.352 6.765
H -19.586 4.104 6.062
H -18.698 5.589 5.723
H -20.603 5.786 7.350
H -19.748 4.723 8.488
H -18.922 9.300 10.425
H -19.315 7.637 10.642
H -17.476 7.432 12.362
H -17.015 9.090 12.077
H -18.578 8.849 12.736
H -15.815 5.435 10.576
H -16.889 4.711 11.701
H -15.526 3.154 10.283
H -17.295 2.739 10.127
H -16.482 3.592 8.886
C -7.630 5.938 12.603
C -9.126 5.997 12.869
O -9.618 7.285 12.506
P -10.366 8.240 13.572
O -9.649 8.390 14.838
O -10.564 9.543 12.707
C -9.464 10.462 12.542
C -9.499 11.517 13.611
O -11.820 7.576 13.662
C -12.520 7.262 12.441
C -13.850 6.710 12.856
H -7.412 6.313 11.601
H -7.107 6.589 13.303
H -7.264 4.913 12.656
H -9.611 5.256 12.223
H -9.348 5.752 13.909
H -8.528 9.892 12.544
H -9.529 10.838 11.520
H -8.676 12.231 13.626
H -10.448 12.051 13.572
H -9.424 11.022 14.582
H -12.609 8.147 11.807
H -11.916 6.534 11.889
H -14.500 7.461 13.302
H -14.372 6.171 12.057
H -13.801 5.900 13.593
*
```

Mulliken atomic charge list, values in e, 8 entries: number 1, Mn, carries 0.983; number 2, O, carries 0.442; number 3, H, carries -0.634; number 4, C, carries -0.755; number 5, O, carries -0.375; number 6, C, carries -1.084; number 7, C, carries 0.632; number 8, O, carries -0.269

(2)
DFT (ωB97M-V/def2-TZVPD) results for a 9-piece molecular cluster, H18O9 overall.

Properties
- HOMO level (eV) = -9.7
- electronic energy (eV) = -18719.8966
- gap between HOMO and LUMO (eV) = 9.109
- energy above the lowest of the compared OMol25 structures with the same formula, charge and spin (kcal/mol) = 51.6

Structure (ORCA input):
```
! wB97M-V def2-TZVPD RIJCOSX def2/J DEFGRID3
* xyz 0 1
O 3.426 -0.146 -0.485
H 2.850 0.569 -0.754
H 3.036 -0.928 -0.875
O 2.160 1.434 2.127
H 2.008 0.951 1.314
H 2.683 2.191 1.862
O -2.179 0.911 -0.003
H -2.645 1.745 0.054
H -2.489 0.518 -0.819
O -1.273 -3.269 2.301
H -1.706 -4.032 2.683
H -1.989 -2.675 2.077
O -3.290 -1.787 0.765
H -2.965 -0.904 0.938
H -4.199 -1.660 0.495
O 1.989 1.861 -1.407
H 2.086 2.187 -2.302
H 1.180 2.265 -1.091
O -0.383 3.122 -0.179
H -1.049 3.809 -0.157
H -0.827 2.346 0.161
O 0.110 -0.753 -0.398
H -0.423 -0.001 -0.139
H -0.228 -1.479 0.126
O 1.678 -1.900 -2.246
H 1.437 -2.815 -2.387
H 1.001 -1.560 -1.661
*
```

natural (NBO) atomic charge list, values in e, 8 entries: number 1, O, carries -0.988; number 2, H, carries 0.479; number 3, H, carries 0.480; number 4, O, carries -0.948; number 5, H, carries 0.479; number 6, H, carries 0.467; number 7, O, carries -0.968; number 8, H, carries 0.486

(3)
DFT (ωB97M-V/def2-TZVPD) results for C41H48BF5N10OS4Sn as an isolated structure.

Properties
- HOMO level (eV) = -7.2
- electronic energy (eV) = -123684.0064
- gap between HOMO and LUMO (eV) = 6.780
- energy above the lowest of the compared OMol25 structures with the same formula, charge and spin (kcal/mol) = 0.0

Structure (ORCA input):
```
! wB97M-V def2-TZVPD RIJCOSX def2/J DEFGRID3
* xyz 0 1
Sn -1.984 3.040 -0.112
C 4.972 1.640 -2.593
C 4.087 0.460 -2.378
C 4.454 -0.803 -2.710
C 3.571 -1.895 -2.486
N 2.389 -1.700 -1.987
N 2.020 -0.452 -1.671
B 0.597 -0.337 -1.134
N 0.587 -0.202 0.407
N 1.844 -0.336 0.882
C 2.048 -0.476 2.150
C 0.959 -0.508 3.063
C -0.307 -0.372 2.611
C -1.478 -0.395 3.537
C -0.525 -0.228 1.189
S -2.069 -0.099 0.551
C 3.493 -0.685 2.577
C 3.716 -0.189 4.007
C 3.778 -2.191 2.500
C 4.436 0.060 1.632
N -0.288 -1.566 -1.555
N -0.413 -2.776 -1.065
C -1.391 -3.499 -1.567
C -2.243 -2.983 -2.577
C -2.113 -1.704 -3.050
C -2.992 -1.082 -4.083
C -1.067 -0.978 -2.453
S -0.496 0.653 -2.467
C -1.538 -4.885 -0.956
C -2.679 -5.676 -1.594
C -0.224 -5.647 -1.148
C -1.816 -4.714 0.541
C 2.786 0.661 -1.796
S 2.199 2.151 -1.299
C 3.899 -3.348 -2.805
C 2.920 -3.843 -3.874
C 5.332 -3.509 -3.313
C 3.719 -4.179 -1.530
H 5.923 1.333 -3.022
H 5.142 2.162 -1.651
H 4.484 2.360 -3.252
H 5.428 -0.976 -3.144
H 1.141 -0.639 4.121
H -1.160 -0.160 4.552
H -1.938 -1.385 3.533
H -2.245 0.305 3.212
H 3.228 -0.826 4.746
H 3.350 0.830 4.140
H 4.782 -0.192 4.230
H 3.114 -2.752 3.160
H 4.807 -2.397 2.799
H 3.632 -2.552 1.482
H 4.290 1.139 1.698
H 4.274 -0.231 0.596
H 5.469 -0.165 1.903
H -3.036 -3.606 -2.964
H -3.935 -1.618 -4.172
H -2.494 -1.090 -5.054
H -3.200 -0.041 -3.831
H -2.512 -5.844 -2.659
H -3.641 -5.180 -1.465
H -2.749 -6.653 -1.116
H 0.014 -5.764 -2.206
H -0.304 -6.640 -0.706
H 0.600 -5.119 -0.670
H -2.753 -4.183 0.709
H -1.016 -4.150 1.017
H -1.886 -5.693 1.017
H 3.016 -3.266 -4.795
H 1.894 -3.750 -3.518
H 3.116 -4.890 -4.105
H 5.493 -2.981 -4.254
H 5.534 -4.566 -3.491
H 6.062 -3.152 -2.586
H 2.696 -4.100 -1.165
H 4.390 -3.837 -0.741
H 3.940 -5.227 -1.736
C -3.632 3.567 4.295
C -2.835 3.232 3.078
N -3.328 3.148 1.894
N -4.657 3.417 1.787
C -5.174 3.255 0.599
N -6.479 3.608 0.490
S -4.449 2.593 -0.833
C -1.377 3.005 3.233
C -0.759 2.941 4.478
C 0.613 2.745 4.528
C 1.331 2.629 3.350
C 0.639 2.708 2.151
N -0.673 2.885 2.110
H -4.638 3.855 4.011
H -3.161 4.385 4.843
H -3.687 2.706 4.965
H -6.875 4.153 1.239
H -6.886 3.663 -0.425
H -1.335 3.038 5.385
H 1.115 2.692 5.485
H 2.402 2.489 3.347
H 1.143 2.627 1.192
F -5.971 8.019 -2.773
C -5.103 7.306 -2.040
C -5.121 7.379 -0.658
F -6.022 8.163 -0.047
C -4.222 6.647 0.095
F -4.287 6.741 1.432
C -3.263 5.805 -0.488
O -2.436 5.108 0.250
C -3.278 5.761 -1.886
F -2.410 4.942 -2.512
C -4.171 6.484 -2.651
F -4.142 6.388 -3.986
*
```

Mulliken atomic charge list, values in e, 8 entries: number 1, Sn, carries 0.743; number 2, C, carries -1.821; number 3, C, carries 0.490; number 4, C, carries -0.576; number 5, C, carries -0.150; number 6, N, carries -0.475; number 7, N, carries 0.518; number 8, B, carries -1.350